1.
18
Properties=species:S:1:pos:R:3 method="wB97M-V/def2-TZVPD" charge=0 e_lumo_ev=1.24 total_energy_ha=-235.69838 relative_energy_ev=3.261 smiles=CCCC1CC1 gap_ev=10.04
C -2.05348 0.47843 0.70215
C -1.40937 -0.92873 0.58465
C 0.39837 -1.01737 0.50136
C 0.96810 -0.30291 -0.70022
C 2.33533 0.35605 -0.76937
C 1.09340 1.19173 -0.73557
H -1.65972 1.15012 -0.06521
H -1.91360 0.97109 1.67913
H -3.14621 0.42187 0.54999
H -1.80301 -1.55282 1.42078
H -1.64148 -1.39310 -0.35091
H 0.65640 -2.08223 0.49473
H 0.00069 -0.57280 1.38014
H 0.67479 -0.76754 -1.64809
H 2.96121 0.33345 0.11669
H 2.87936 0.29588 -1.71296
H 0.78618 1.70690 -1.63990
H 0.87305 1.71200 0.19261

---

2.
19
Properties=species:S:1:pos:R:3 method="wB97M-V/def2-TZVPD" charge=0 e_lumo_ev=0.87 total_energy_ha=-344.32176 relative_energy_ev=1.721 smiles="[H]/N=C/NCCC.O" gap_ev=9.77
H -2.56770 -1.85432 0.58770
N -1.55642 -1.76488 0.57598
C -1.25557 -1.48840 -0.63199
N -0.00572 -1.12010 -1.04641
C 0.27099 -0.24139 -2.15641
C 0.65273 1.20924 -1.79960
C 0.84430 1.65618 -0.35390
H -2.01415 -1.39577 -1.41769
H 0.69531 -1.29178 -0.35854
H -0.57449 -0.16760 -2.83617
H 1.03818 -0.68087 -2.80290
H 1.51338 1.52128 -2.40879
H -0.10951 1.84308 -2.29127
H 0.65237 2.72242 -0.32395
H 0.01348 1.22037 0.21165
H 1.87258 1.61778 0.00411
O 0.08967 -0.38089 6.03275
H -0.25789 -0.29250 5.12642
H 0.69846 -1.11185 5.88901

---

3.
93
Properties=species:S:1:pos:R:3 method="wB97M-V/def2-TZVPD" charge=-1 e_lumo_ev=0.45 total_energy_ha=-5645.86125 gap_ev=5.15
C 2.44417 -6.07871 -2.29617
C 3.30567 -6.31802 -3.56731
Br 3.45906 -8.26963 -3.88325
C 4.65432 -5.54095 -3.62787
Nb 6.33588 -6.28976 -2.30703
F 5.09927 -7.25923 -0.94722
F 6.67132 -8.01399 -3.43336
H 2.41282 -5.02654 -1.97777
H 1.39710 -6.34180 -2.57998
H 2.68981 -6.76304 -1.46475
H 2.69025 -5.94411 -4.41267
H 4.46843 -4.46421 -3.47235
H 5.01695 -5.61490 -4.68420
H 7.49039 -5.39763 -3.41405
H 6.34348 -4.76135 -1.30396
H 7.77118 -6.78404 -1.27461
C 3.14475 -1.67028 -0.18461
N 3.61451 -2.81487 -1.00092
O 4.24847 -3.67830 -0.44162
O 3.31493 -2.78730 -2.17820
H 3.47269 -1.81047 0.84057
H 3.57598 -0.76879 -0.60877
H 2.06165 -1.65042 -0.24943
C 1.71029 -10.72221 -1.39586
N 0.26778 -10.62127 -1.73900
O -0.04320 -9.91342 -2.66678
O -0.50588 -11.26298 -1.05772
H 2.28350 -10.10257 -2.07869
H 1.82631 -10.37570 -0.37243
H 1.99352 -11.76736 -1.49072
C -0.94845 0.15163 -2.23256
N 0.19466 -0.24300 -1.37572
O 0.05830 -1.23557 -0.68823
O 1.18393 0.45432 -1.42187
H -1.74850 -0.55854 -2.08637
H -1.25137 1.14565 -1.93272
H -0.60417 0.13930 -3.26478
C 3.91629 1.13749 -3.59895
N 4.47389 1.31597 -2.23534
O 5.33069 0.54081 -1.88016
O 4.02791 2.23377 -1.57490
H 4.40387 0.28851 -4.06715
H 2.84860 0.96136 -3.49540
H 4.11378 2.05223 -4.15238
C -3.13325 -0.98533 1.01342
N -3.71330 0.08714 0.16666
O -4.90099 0.30331 0.26279
O -2.94651 0.67958 -0.56497
H -3.92739 -1.42289 1.60854
H -2.69165 -1.72516 0.34934
H -2.37884 -0.52674 1.64831
C -3.67347 3.78693 1.02996
N -2.51904 3.39643 1.87994
O -2.63790 2.40081 2.56225
O -1.53470 4.10071 1.83595
H -4.47186 3.06850 1.17572
H -3.98541 4.77925 1.34019
H -3.33717 3.78525 -0.00343
C -7.97358 5.58658 2.02547
N -6.76114 5.68747 1.17460
O -6.24401 6.77218 1.05427
O -6.37078 4.66455 0.65500
H -8.20242 6.57094 2.41960
H -8.78295 5.21957 1.39886
H -7.75225 4.88804 2.82812
C -0.38474 5.95288 3.96233
N -1.11636 6.74558 4.98313
O -1.20004 6.28218 6.09970
O -1.58200 7.80422 4.63017
H -0.02817 5.03676 4.42274
H -1.07811 5.73685 3.15858
H 0.44620 6.55977 3.61200
C 4.95928 5.37395 -1.56777
N 4.39848 6.45237 -2.42122
O 3.21175 6.67514 -2.33831
O 5.17220 7.03736 -3.14533
H 4.15793 4.94208 -0.97879
H 5.39750 4.62961 -2.22605
H 5.71267 5.82360 -0.92628
C -0.77012 3.68571 8.21136
N 0.07210 2.89957 7.27399
O 0.77350 3.51102 6.49966
O -0.00271 1.69527 7.35078
H -0.60251 4.74172 8.02886
H -1.80619 3.42045 8.01957
H -0.47555 3.41429 9.22181
C -7.49419 1.25687 -0.60196
N -8.82408 1.91265 -0.68935
O -9.37983 1.91874 -1.76343
O -9.26318 2.40154 0.32949
H -7.23060 0.86997 -1.58018
H -6.78087 2.00884 -0.27819
H -7.57282 0.45285 0.12401

---

4.
311
Properties=species:S:1:pos:R:3 method="wB97M-V/def2-TZVPD" charge=0 e_lumo_ev=0.43 total_energy_ha=-5090.08239 smiles=CC1(C)CCCC(C)(C)N1O.CC1(C)CCCC(C)(C)N1O.CC1(C)CCCC(C)(C)N1O.CC1(C)CCCC(C)(C)N1O.CC1(C)CCCC(C)(C)N1O.CC1(C)CCCC(C)(C)N1O.CC1(C)CCCC(C)(C)N1O.CC1(C)CCCC(C)(C)N1O.CC1(C)CCCC(C)(C)N1O.COC[C@H](C)N.COCCNCCOC gap_ev=8.73
C 1.36907 7.27209 3.33522
C 1.16909 6.18425 4.40680
C -0.23527 5.53963 4.14626
C 2.31725 5.25475 4.34137
C 2.49950 4.35214 5.46120
C 2.70893 5.22669 6.67247
C 1.48654 6.12558 6.97688
C 0.28574 5.25862 7.44060
C 1.80008 7.13613 8.11692
N 1.26496 6.95271 5.74301
O 0.09676 7.73455 5.93456
H 1.50650 6.86556 2.33034
H 0.48382 7.96135 3.33498
H 2.31342 7.79370 3.61624
H -0.11653 5.04399 3.21017
H -0.39681 4.88815 5.01330
H -0.93237 6.43984 4.17093
H 2.21069 4.67779 3.38671
H 3.24753 5.82893 4.21843
H 1.61971 3.68718 5.58113
H 3.37008 3.76632 5.30763
H 3.65856 5.73675 6.51961
H 2.92482 4.55323 7.50483
H -0.69433 5.75859 7.36771
H 0.46804 4.97310 8.48011
H 0.08530 4.41318 6.89285
H 2.28805 7.97224 7.62665
H 2.38374 6.68033 8.90849
H 0.83183 7.47351 8.54927
H 0.38597 8.64929 5.83483
C -0.09864 0.63365 -7.59450
C -1.47496 0.40764 -8.26874
C -2.41025 1.63338 -8.02920
C -1.26703 0.27033 -9.75744
C -0.61248 -1.05027 -10.13772
C -1.43288 -2.24613 -9.59169
C -1.71295 -2.15552 -8.10504
C -2.90078 -3.17728 -7.79889
C -0.51790 -2.56774 -7.24126
N -2.22064 -0.78430 -7.79331
O -2.35927 -0.67336 -6.36488
H 0.58729 -0.15602 -7.87217
H 0.32370 1.58350 -7.90935
H -0.20784 0.63431 -6.48690
H -2.00916 2.62570 -8.43020
H -3.41766 1.38029 -8.44222
H -2.56911 1.70766 -6.91615
H -2.21844 0.38415 -10.29672
H -0.69184 1.08498 -10.21299
H -0.68797 -1.12946 -11.23721
H 0.42934 -1.10436 -9.85826
H -1.05897 -3.21874 -9.81536
H -2.42328 -2.04620 -10.13535
H -3.16148 -3.29237 -6.73643
H -2.53331 -4.16815 -8.16167
H -3.87507 -2.88538 -8.28595
H -0.46509 -2.16153 -6.26370
H 0.41824 -2.37838 -7.79785
H -0.60593 -3.63873 -7.11250
H -3.27426 -0.58093 -6.12730
C -2.77233 -4.56374 7.16292
C -3.03336 -4.00333 5.79283
C -2.87989 -2.48849 5.85455
C -1.89598 -4.54210 4.83526
C -2.21925 -4.34262 3.29203
C -3.61015 -4.89318 3.08191
C -4.78836 -4.33517 3.95278
C -4.96048 -2.91685 3.48158
C -6.07682 -5.18685 3.67484
N -4.39244 -4.40366 5.29961
O -5.28108 -3.52681 6.00961
H -1.70373 -4.38020 7.35813
H -3.50377 -4.15386 7.83730
H -2.85158 -5.63327 7.22299
H -2.82260 -1.94935 4.89715
H -3.66803 -2.02718 6.42097
H -1.92584 -2.28230 6.37117
H -0.90228 -4.15207 5.11796
H -1.76791 -5.66586 5.02602
H -2.01269 -3.30398 2.96555
H -1.54728 -4.93632 2.75913
H -3.55991 -5.95503 3.21430
H -3.88788 -4.70486 2.03831
H -5.68490 -2.31087 4.10237
H -5.30899 -2.86663 2.46495
H -3.94596 -2.37483 3.47911
H -6.00792 -5.55268 2.62982
H -6.96973 -4.60147 3.78407
H -6.10018 -6.07973 4.28154
H -6.01734 -4.15230 6.10465
C -2.08241 3.78613 -3.79575
C -0.78839 3.73296 -2.93920
C -0.05528 2.48197 -3.37628
C 0.14634 4.91410 -3.10173
C -0.47465 6.18868 -2.62740
C -0.67167 6.06290 -1.13916
C -1.55094 4.80604 -0.74023
C -1.46869 4.66778 0.77622
C -3.08353 5.04806 -1.11636
N -1.00091 3.62414 -1.45521
O -1.96944 2.52605 -1.20894
H -2.81733 3.15103 -3.48112
H -2.44307 4.78417 -3.81619
H -1.79326 3.51684 -4.84869
H 0.39869 2.62612 -4.35008
H 0.76535 2.31833 -2.71803
H -0.72152 1.65073 -3.36875
H 1.02077 4.73848 -2.52341
H 0.43448 5.03513 -4.11482
H 0.10903 7.09714 -2.88105
H -1.50543 6.36643 -3.02096
H -1.14595 6.98950 -0.72187
H 0.23056 5.96766 -0.57957
H -1.73594 5.61491 1.28977
H -0.43889 4.43176 1.04524
H -2.02604 3.79112 1.12670
H -3.65842 4.07458 -1.05190
H -3.29718 5.38120 -2.11366
H -3.40145 5.68179 -0.33093
H -1.43504 1.75147 -1.06654
C -3.70751 1.53927 1.82798
C -3.88452 1.88713 3.29974
C -3.19487 0.82954 4.16357
C -3.13464 3.25872 3.59849
C -3.62007 3.90658 4.90937
C -5.14586 4.04085 4.95804
C -5.81065 2.70217 4.82874
C -5.62496 1.81011 6.08161
C -7.32075 2.96017 4.68157
N -5.33983 2.02706 3.56161
O -5.92807 0.77148 3.35887
H -2.61892 1.61337 1.49763
H -4.01877 0.50831 1.59479
H -4.21219 2.21507 1.17720
H -3.11183 1.25687 5.18516
H -3.79795 -0.03330 4.18853
H -2.18435 0.72004 3.79575
H -2.10444 2.96524 3.79624
H -3.22228 3.99704 2.77992
H -3.22036 3.25866 5.71817
H -3.12196 4.92373 4.91751
H -5.50724 4.74874 4.17367
H -5.45597 4.46717 5.92027
H -6.37098 2.15471 6.84349
H -4.62732 1.91290 6.53181
H -5.68964 0.78567 5.88301
H -7.60494 3.22752 3.63343
H -7.58277 3.69889 5.41730
H -7.71206 2.00336 5.02019
H -6.43831 0.77977 2.48384
C -4.77298 -3.73813 -1.91046
C -4.31674 -2.30660 -1.72272
C -4.04733 -1.97367 -0.23334
C -3.08961 -1.96026 -2.54935
C -2.89445 -0.44502 -2.71396
C -4.08215 0.24039 -3.32097
C -5.35714 0.03617 -2.56103
C -5.25612 0.80866 -1.25415
C -6.62439 0.35091 -3.28754
N -5.46453 -1.46221 -2.27549
O -6.61984 -1.72931 -1.50230
H -3.87265 -4.39083 -1.80771
H -5.63353 -4.03491 -1.31436
H -5.01861 -3.91895 -2.94088
H -3.40186 -2.79491 0.12875
H -3.54320 -1.04314 -0.13467
H -5.00534 -2.10237 0.37534
H -2.22007 -2.43537 -2.14388
H -3.20790 -2.40777 -3.56607
H -2.63805 -0.04748 -1.73400
H -1.99234 -0.15428 -3.28928
H -4.17137 -0.13760 -4.38184
H -3.94826 1.34021 -3.36537
H -5.95720 0.48259 -0.43770
H -5.53857 1.84126 -1.56133
H -4.22482 0.88336 -0.84126
H -7.49914 0.32285 -2.63092
H -6.74342 -0.33129 -4.15779
H -6.58832 1.36907 -3.68690
H -6.50578 -1.52425 -0.56471
C 4.03014 -1.74081 1.68727
C 4.15256 -2.87677 2.78465
C 4.94333 -3.96117 2.12285
C 4.98037 -2.20142 3.88976
C 5.15158 -3.06680 5.11400
C 3.71834 -3.47897 5.61126
C 2.86235 -4.06716 4.49889
C 3.31023 -5.51367 4.25511
C 1.40269 -4.16903 5.08522
N 2.84205 -3.19950 3.31635
O 2.05445 -3.73159 2.23256
H 3.70861 -0.77252 2.08577
H 5.04767 -1.50833 1.31917
H 3.42272 -1.93836 0.86973
H 4.46716 -4.27876 1.21209
H 5.85415 -3.57584 1.72191
H 5.18884 -4.80674 2.83146
H 5.95410 -1.78856 3.48694
H 4.43800 -1.24029 4.17221
H 5.73248 -3.93575 4.77652
H 5.75595 -2.69466 5.96842
H 3.32623 -2.50652 5.89985
H 3.81675 -4.17557 6.47724
H 2.97099 -6.09004 5.08882
H 4.38565 -5.50976 4.18090
H 2.89110 -5.76739 3.30631
H 0.85469 -5.02205 4.70539
H 0.93527 -3.19389 5.09226
H 1.55171 -4.39884 6.15724
H 1.35797 -3.05469 2.08136
C 2.41844 4.17595 0.49424
C 3.49185 3.21184 -0.11246
C 4.82363 3.52227 0.57196
C 3.14776 1.75346 0.03238
C 4.18115 0.92760 -0.75862
C 4.11102 1.30019 -2.19929
C 4.48617 2.72410 -2.46253
C 6.02930 2.94172 -2.55536
C 3.95303 3.01893 -3.85191
N 3.69055 3.56442 -1.57567
O 4.14104 4.90929 -1.69416
H 2.43957 3.99853 1.57112
H 2.57251 5.21852 0.35239
H 1.42769 3.89234 0.11659
H 5.59001 2.82385 0.43438
H 5.14746 4.46723 0.26554
H 4.58791 3.50798 1.59158
H 3.14558 1.56596 1.08429
H 2.13508 1.46201 -0.38820
H 5.18720 0.95462 -0.38185
H 3.87225 -0.10329 -0.63606
H 3.09528 1.04979 -2.56732
H 4.78172 0.70186 -2.72031
H 6.19090 3.97918 -2.72722
H 6.27791 2.36225 -3.50707
H 6.53397 2.55455 -1.69910
H 2.91788 3.05681 -3.76112
H 4.10684 2.17379 -4.69031
H 4.41058 3.91957 -4.23946
H 3.39359 5.39553 -2.00726
C 2.78640 -1.50857 -5.26799
C 4.26305 -1.92665 -5.24262
C 4.32447 -3.32535 -5.78648
C 5.12065 -0.99525 -6.13551
C 6.60421 -1.20999 -5.92091
C 6.95590 -1.04812 -4.39611
C 6.16462 -2.07678 -3.55919
C 6.72200 -3.44545 -3.74220
C 6.42531 -1.74432 -2.08641
N 4.70212 -1.83413 -3.81812
O 3.95945 -2.75598 -3.05708
H 2.42809 -1.47044 -6.28736
H 2.17362 -2.20351 -4.70502
H 2.75963 -0.49480 -4.86854
H 5.33432 -3.60331 -6.06145
H 3.90254 -3.98812 -5.01653
H 3.63525 -3.38370 -6.63153
H 4.79414 -0.95090 -7.14646
H 4.92477 0.03090 -5.85101
H 6.96121 -2.21434 -6.29122
H 7.20865 -0.58047 -6.56617
H 6.70973 -0.02311 -4.12784
H 8.02692 -1.14269 -4.16612
H 6.84197 -3.63116 -4.80519
H 6.03223 -4.20005 -3.39020
H 7.68769 -3.59713 -3.28082
H 6.08434 -0.70486 -1.93818
H 7.51400 -1.76783 -1.77538
H 5.88561 -2.43492 -1.37106
H 3.28025 -2.19764 -2.63271
C -0.24622 -6.00845 -0.02269
O 0.87672 -5.29657 -0.43077
C 1.54791 -5.68917 -1.57774
C 3.02519 -6.00714 -1.15611
C 3.88511 -6.51597 -2.35966
N 2.91482 -7.07846 -0.14480
H -0.57758 -6.77811 -0.71774
H -1.13200 -5.36728 0.12949
H -0.02167 -6.37623 0.96584
H 1.00313 -6.58409 -2.05244
H 1.50564 -4.91612 -2.45760
H 3.41092 -5.06141 -0.79857
H 3.53344 -7.39801 -2.79449
H 4.92183 -6.66431 -2.03598
H 3.93458 -5.81731 -3.18462
H 3.86873 -7.24197 0.22545
H 2.38218 -6.78117 0.67327
C 0.63028 1.67734 2.21686
O 1.18053 0.49421 2.65947
C 0.14733 -0.42895 3.10371
C -0.59537 -0.96488 1.94297
N 0.26070 -1.68518 1.07019
C -0.32522 -2.15286 -0.17628
C 0.79152 -2.48228 -1.10001
O 1.35669 -1.39652 -1.77806
C 0.58857 -0.83181 -2.85173
H -0.05421 2.07116 2.93937
H 0.18130 1.59787 1.22826
H 1.40140 2.48660 2.10670
H -0.43302 0.16984 3.86024
H 0.68767 -1.25739 3.59234
H -1.04082 -0.17559 1.43022
H -1.39767 -1.56777 2.35384
H 1.01345 -1.00105 0.75022
H -0.96597 -1.36128 -0.59659
H -0.97288 -3.04036 0.00333
H 0.42927 -3.33016 -1.69367
H 1.65864 -2.89581 -0.51239
H 0.36222 -1.54674 -3.60061
H 1.19585 0.01741 -3.16076
H -0.38559 -0.47718 -2.48744

---

5.
12
Properties=species:S:1:pos:R:3 method="wB97M-V/def2-TZVPD" charge=+1 e_lumo_ev="-9.81 / -9.81" total_energy_ha=-281.73019 relative_energy_ev=5.107 gap_ev="3.48 / 3.48"
C -2.15599 -0.63218 1.25966
C -1.38296 -0.02700 -0.66608
C 2.91343 0.90260 -1.10665
N -2.54770 -0.09512 0.04881
N -0.85437 -0.91539 1.18165
N -0.37667 -0.49199 0.01271
H -2.92407 -0.79387 2.08319
H -1.32908 0.43064 -1.61209
H 3.78882 1.52332 -1.49990
H 2.04768 1.41356 -0.55557
H 3.00175 -0.19897 -1.06111
H -0.18084 -1.11560 1.91538

---

6.
17
Properties=species:S:1:pos:R:3 method="wB97M-V/def2-TZVPD" charge=0 e_lumo_ev=0.37 total_energy_ha=-309.68784 relative_energy_ev=4.205 gap_ev=8.64
C -0.48525 -0.86590 1.68163
C 0.21165 -0.68383 0.32966
C -0.69155 -0.94806 -0.90511
C -0.33229 -0.00844 -2.05708
C 0.58696 0.92122 -1.44705
C 0.80426 0.74015 0.07295
O 0.19261 1.77781 0.81916
H -1.32036 -0.16600 1.80224
H -0.89591 -1.87936 1.77397
H 0.19850 -0.70850 2.52243
H 1.05335 -1.38850 0.28207
H -1.75984 -0.77821 -0.66856
H -0.65984 -2.00344 -1.22157
H 0.54320 2.04276 -1.81448
H 1.43771 1.36448 -2.10698
H 1.85973 0.78465 0.35559
H -0.74294 1.79917 0.58113

---

7.
23
Properties=species:S:1:pos:R:3 method="wB97M-V/def2-TZVPD" charge=-1 e_lumo_ev=3.66 total_energy_ha=-1093.18360 relative_energy_ev=0.062 gap_ev=7.18
C 0.06811 -0.21241 2.63739
C 0.25646 -0.44234 1.45993
P 0.49434 -0.82924 -0.43659
C 2.16192 0.17028 -0.42023
N 3.32343 -0.66082 -0.08711
C -0.49769 0.80031 -0.92060
Cl -1.05208 0.69874 -2.64917
C -1.69164 1.22882 -0.06910
C -2.76451 0.16699 0.16429
H 0.01348 -0.15060 3.69929
H 0.71328 -1.15688 -1.85711
H -0.72979 -1.60408 -0.43426
H 1.22580 -2.03153 -0.04197
H 2.28884 0.57791 -1.42701
H 2.12748 0.98697 0.30849
H 3.42266 -1.38257 -0.79012
H 3.11940 -1.11902 0.79418
H 0.21952 1.62179 -0.91757
H -1.34072 1.62231 0.88438
H -2.17625 2.07292 -0.58001
H -3.61287 0.60692 0.69404
H -3.12731 -0.22818 -0.78762
H -2.38260 -0.67849 0.73221